(1)
A molecular structure, C26H50NOSi3Zr at a distorted geometry, computed with the ωB97M-V functional and the def2-TZVPD basis.

Calculated values
E_tot (eV): -56223.5600
Frontier orbital gap (eV): 6.5
HOMO energy (eV): -10.4395
Multiplicity: 1
Charge: +1

CARTESIAN COORDINATES (ANGSTROEM)
H1 -4.92312 -0.82438 0.19180
C1 -1.47575 -0.74633 -0.71015
H2 -4.44126 0.85976 0.43257
H3 4.59234 1.96885 0.97908
C2 2.51643 -0.92338 -1.02649
H4 1.09280 -1.29404 3.96370
H5 -0.95146 2.24777 -0.23951
C3 2.07969 0.14142 -1.82245
H6 -3.91372 -0.58538 -3.02639
Si1 -2.53122 -0.77778 0.82631
H7 -0.05917 -3.58472 -3.24064
H8 -2.96974 -1.93060 2.88915
C4 2.89263 1.01873 0.16406
C5 -2.45573 -3.71472 -1.23189
H9 2.79698 2.82102 -2.49193
H10 0.94313 4.81383 1.86940
H11 -3.30382 -3.36669 -1.82616
C6 -1.21210 1.03107 -3.38599
C7 -0.41580 -2.57332 -3.03007
H12 3.79622 -0.64969 2.20178
H13 0.96553 0.01054 -3.71597
C8 2.22930 1.35413 -1.04748
C9 -4.29689 -0.15872 0.78781
C10 0.23643 -3.04040 0.01576
C11 0.91876 -0.85940 2.97903
H14 3.77023 -2.22247 -2.11177
C12 -1.95965 0.95336 2.88964
H15 -1.24562 -2.38495 -3.71628
H16 1.28492 3.65432 4.32551
H17 -0.08111 -1.20383 2.68528
H18 -1.73264 -2.87197 2.07811
H19 -1.08624 0.20721 -4.08804
C13 2.94942 -0.39623 0.23653
Zr1 0.46933 0.18379 0.24374
H20 3.05266 -2.98549 -0.70871
H21 -1.81396 1.79197 -3.89099
C14 3.51152 1.95673 1.14542
H22 -2.10075 -4.63778 -1.69913
H23 1.10987 2.94639 -2.02399
H24 -4.69816 0.29993 -1.72276
H25 2.08546 -2.71871 -2.16837
H26 -2.81912 -3.97763 -0.24120
H27 -2.64524 2.32774 0.03024
C15 2.11083 2.72820 -1.64722
H28 1.53304 1.06231 5.13690
H29 -0.26003 -3.49546 0.87226
H30 0.96013 -3.75946 -0.36574
C16 0.83146 2.74527 2.39100
C17 1.16391 2.76739 3.72514
O1 -1.57229 0.32015 1.66397
H31 3.14797 2.97374 1.02337
H32 -1.26674 1.75623 3.11985
C18 1.29981 1.42232 4.14717
H33 0.88936 -2.25759 0.47106
H34 3.37053 -2.17527 1.40835
H35 0.87097 3.73857 0.47808
C19 1.03304 0.63174 3.05793
H36 -4.13054 1.14870 -3.15323
C20 0.50085 3.89226 1.49350
C21 3.75254 -1.16715 1.24415
H37 -2.96477 1.36317 2.77810
H38 2.53530 -0.76697 -3.68848
H39 -4.67881 -0.21121 1.81186
H40 -3.42407 -2.99392 1.58429
C22 2.85009 -2.29453 -1.52335
H41 4.77792 -1.27418 0.88109
Si2 -1.05327 -2.46270 -1.26939
H42 0.37936 -1.87651 -3.27944
H43 -0.57821 4.05416 1.42196
H44 2.41687 0.98437 -3.74956
C23 -1.92440 2.19026 -0.77676
N1 0.75570 1.44200 1.96340
H45 2.37646 3.50332 -0.93293
H46 -1.93196 3.08654 -1.40114
C24 1.96874 0.08800 -3.31859
H47 3.33045 1.65629 2.17691
H48 -1.95637 0.22727 3.70425
H49 -0.24178 1.49034 -3.19700
C25 -3.89538 0.34493 -2.45109
H50 1.65618 -1.34724 2.33219
Si3 -2.14858 0.61062 -1.81304
C26 -2.64573 -2.30593 1.91165

***

(2)
A single C2H4F3N molecule at a distorted geometry, computed with the ωB97M-V functional and the def2-TZVPD basis.

Calculated values
Structure (SMILES): NCC(F)(F)F
E_tot (eV): -11780.1773
Frontier orbital gap (eV): 10.7
HOMO energy (eV): -9.9251
Multiplicity: 1
Charge: 0

CARTESIAN COORDINATES (ANGSTROEM)
F1 -1.13510 1.44289 0.69677
H1 1.09503 -0.55855 -0.47389
F2 0.55305 0.59403 1.77181
N1 -0.64595 -1.18418 -0.24743
C1 0.11835 1.05303 0.58710
F3 0.80370 2.13638 0.20108
C2 0.29260 -0.04727 -0.44342
H2 -0.47133 -2.00430 -1.09204
H3 -0.14087 0.35842 -1.48160
H4 -0.46948 -1.79045 0.48161

***

(3)
A molecular structure, C30H34NO2 at a distorted geometry, computed with the ωB97M-V functional and the def2-TZVPD basis.

Calculated values
E_tot (eV): -37236.9990
Frontier orbital gap (eV): 6.1
HOMO energy (eV): -10.5088
Multiplicity: 1
Charge: +1

CARTESIAN COORDINATES (ANGSTROEM)
C1 -0.73110 2.57454 -2.15726
C2 -0.29483 3.26154 2.21811
C3 -1.25613 2.88504 1.14018
H1 -0.69729 1.28963 -3.90383
H2 3.45538 2.71646 5.50590
C4 -5.53203 -4.45457 2.52833
C5 0.08042 2.36598 3.22788
C6 -3.48034 2.13445 -4.08844
H3 0.90908 0.90283 -0.16646
H4 2.84159 1.06279 -1.56295
H5 2.30218 3.22648 6.79183
C7 -4.01919 0.23688 1.37120
C8 1.48245 4.05641 4.23570
C9 -0.02015 1.95932 -3.35089
O1 -6.05723 -3.37802 1.71859
H6 -5.64217 0.77650 0.04228
H7 0.94935 0.13639 -2.78457
H8 -4.50986 -4.72507 2.22504
H9 0.24258 2.76396 -4.05920
C10 0.95777 2.74214 4.23639
H10 -5.54871 -4.19279 3.59642
C11 -2.50965 3.11681 -3.80589
H11 1.60771 2.47529 0.17865
C12 -0.22000 2.56307 -0.90030
H12 -1.47930 4.86948 -4.52368
O2 2.39593 4.50928 5.13112
H13 -2.62174 -0.55188 2.82220
H14 1.41013 6.01092 3.32089
C13 2.01018 1.73199 -1.81448
C14 -2.22306 4.10613 -4.76781
H15 -3.87521 2.33177 0.84925
H16 -4.85660 1.34766 -5.54057
N1 -1.92564 3.18894 -2.49904
C15 3.01950 3.57555 6.03636
H17 -6.21542 -5.28074 2.33222
H18 -6.82560 -1.41214 0.29301
C16 1.05147 4.98702 3.25816
H19 -2.65991 4.87624 -6.72716
H20 -0.33357 1.35963 3.23465
C17 1.07524 1.90787 -0.59781
C18 -5.90590 -1.19582 0.83067
H21 -4.35375 3.11148 -7.23735
H22 -1.35101 0.69739 1.55097
H23 1.88691 1.13840 -3.89363
H24 2.44041 2.70439 -2.08295
C19 -3.28913 1.46627 1.17042
H25 -3.55740 4.36495 -2.00975
C20 -5.24130 -0.00037 0.69377
C21 1.24452 1.16937 -3.00609
C22 0.19867 4.57863 2.25693
H26 -3.80573 -2.70770 3.11297
C23 -1.94662 1.58770 1.32467
C24 -5.38366 -2.19892 1.68861
C25 -4.19700 -1.95344 2.42668
C26 -4.12277 2.12610 -5.32636
H27 -2.03896 3.66746 1.14244
C27 -3.83618 3.11254 -6.27667
H28 -0.74997 3.11239 -0.05266
H29 -2.14193 4.60444 -0.95311
C28 -2.88570 4.09980 -5.99451
C29 -3.53009 -0.75205 2.25243
H30 -3.70539 1.38649 -3.32214
H31 1.21724 2.03444 5.02699
C30 -2.73087 3.85472 -1.49819
H32 -0.11084 5.28918 1.48908
H33 3.80360 4.16978 6.50557
H34 -3.15461 3.13496 -0.78399

***

(4)
2 unconnected molecules or ions with the total composition C7H10N2O3P at a distorted geometry, computed with the ωB97M-V functional and the def2-TZVPD basis.

Calculated values
E_tot (eV): -25834.4496
Frontier orbital gap (eV): 6.5
HOMO energy (eV): -2.8655
Multiplicity: 1
Charge: -1

CARTESIAN COORDINATES (ANGSTROEM)
H1 1.42223 -2.54323 1.52406
O1 3.71425 0.26957 -0.45235
P1 2.33630 0.72194 -0.17493
H2 0.22771 -2.53923 -1.43999
H3 -0.49241 -0.25529 -2.15716
C1 -1.04356 0.18999 1.20923
H4 -0.67741 -0.08337 2.08812
O2 1.70414 1.72942 -1.37349
H5 1.16355 -3.12651 -0.21677
N1 0.94779 -2.33912 -0.74776
C2 -2.06878 1.03870 1.17830
N2 1.14334 -1.58833 1.44675
C3 -0.92141 0.13210 -1.21997
O3 2.02261 1.39929 1.08562
C4 0.73803 -1.25064 0.08959
C5 -1.90993 1.12379 -1.26774
H6 0.86474 1.79617 -0.96943
H7 -2.00615 1.71115 -2.10683
H8 -2.72394 1.38377 2.03672
H9 1.91959 -0.98679 1.71665
C6 -0.38925 -0.34148 0.01256
C7 -2.57370 1.46735 -0.07947
H10 -3.39772 2.09072 -0.18171

***

(5)
A single C5H6O molecule at a distorted geometry, computed with the ωB97M-V functional and the def2-TZVPD basis.

Calculated values
Structure (SMILES): O=C1C=CCC1
E_tot (eV): -7327.9795
Frontier orbital gap (eV): 10.3
HOMO energy (eV): -9.5781
Multiplicity: 1
Charge: 0

CARTESIAN COORDINATES (ANGSTROEM)
H1 0.41914 -0.68409 2.32442
H2 -0.78412 -0.56018 -1.42386
O1 -2.12635 -0.17656 1.50574
H3 1.16736 -0.23556 -1.75727
H4 -1.71566 0.95765 -0.93135
C1 -1.13058 -0.18451 0.80578
C2 0.24018 -0.40305 1.29937
H5 0.86234 1.37523 -1.14798
C3 -0.99912 0.16116 -0.66733
C4 0.66257 0.33377 -0.92203
H6 2.22698 -0.40127 0.53883
C5 1.17727 -0.18259 0.37568

***

(6)
A molecular structure, C3H11NO2 at a distorted geometry, computed with the ωB97M-V functional and the def2-TZVPD basis.

Calculated values
E_tot (eV): -8866.6457
Frontier orbital gap (eV): 4.5
HOMO energy (eV): -8.4634
Multiplicity: 1
Charge: 0

CARTESIAN COORDINATES (ANGSTROEM)
H1 0.57123 2.24955 -0.45161
H2 1.02437 1.34102 0.95728
C1 0.27375 0.07575 -0.64220
C2 -0.49852 -0.94011 0.34206
O1 -2.77019 1.12606 -0.13945
H3 2.65915 -2.04139 -0.85821
C3 0.27960 1.35937 0.12765
H4 -0.93972 -1.82612 -0.13731
O2 -1.33071 -0.33792 1.24214
H5 -0.71301 1.56685 0.59272
H6 -0.02921 0.25028 -1.69058
N1 2.41898 -1.17408 -0.38629
H7 1.38614 -0.52279 -0.50404
H8 -2.09622 0.08210 0.74079
H9 0.29940 -1.30254 1.02149
H10 -3.64466 1.05985 -0.52346
H11 3.10961 -0.96589 0.30903

***

Question: Which value of HOMO energy does entry 5 give?
Answer: -9.5781 eV